Density functional theory data (ωB97M-V/def2-TZVPD) for a cluster of 14 separate species, C23H26Cl39FO5 in total.

Summary:
Frontier orbital gap (Ha): 0.3463
Lowest unoccupied orbital energy (hartree): -0.019
Strongest force on any atom (Eh/bohr): 0.0599
Spin multiplicity: 1

Each line ends with the Löwdin charge.
Cartesian coordinates (Å):
C 0.0101 -2.7187 4.4425  -0.08
C -0.9324 -2.3559 3.2315  -0.25
O -1.8172 -1.3097 3.6690  -0.19
C -2.8994 -1.1441 2.7655  -0.18
C -2.4117 -0.7380 1.3029  -0.13
O -2.6983 -1.7734 0.3410  -0.01
C -1.5783 -2.2306 -0.3026  -0.12
C -0.5130 -1.5861 -0.8979  -0.01
C -0.2888 -0.0481 -0.9925  -0.32
C 0.9708 0.3287 -1.9077  -0.03
F -1.4588 0.6269 -1.3577  -0.05
C 0.3666 -2.7595 -1.4778  -0.52
O 1.5295 -2.7926 -1.7569  0.11
O -0.5824 -3.8132 -1.6224  -0.05
C -1.4058 -3.7793 -0.4822  -0.34
O -1.8569 -4.6964 0.1257  0.17
H 0.7222 -1.8421 4.5613  -0.01
H -0.5861 -2.8783 5.3698  0.08
H 0.6035 -3.6143 4.1255  0.08
H -1.4578 -3.2394 2.7900  0.13
H -0.2568 -1.9190 2.4424  0.12
H -3.5997 -0.3474 3.1318  0.12
H -3.5006 -2.0899 2.6614  0.14
H -3.0121 0.1601 0.9883  0.14
H -1.3378 -0.4578 1.3834  0.11
H -0.0177 0.3321 0.0308  0.11
H 0.7826 1.3506 -2.3258  0.05
H 1.8579 0.3327 -1.2247  0.10
H 1.0862 -0.4427 -2.7014  0.03
C 0.2453 4.6376 -1.0763  -1.51
Cl 1.8486 5.3715 -0.9523  0.53
Cl -0.0937 4.1604 -2.7435  0.52
Cl 0.1109 3.2461 0.0069  0.56
H -0.4920 5.3757 -0.7762  0.01
C -1.7814 -1.9019 -4.6541  -1.43
Cl -2.4578 -3.3651 -5.3729  0.54
Cl -2.9738 -1.1090 -3.6216  0.59
Cl -0.3239 -2.3072 -3.7372  0.80
H -1.5086 -1.2166 -5.4503  0.02
C 3.5172 -3.2914 -4.9121  -1.54
Cl 4.6085 -2.1434 -4.1311  0.53
Cl 3.0249 -2.6946 -6.5053  0.54
Cl 4.2784 -4.8795 -5.0522  0.54
H 2.6289 -3.3914 -4.2953  -0.02
C 1.1486 -4.1581 -9.2973  -1.57
Cl -0.3903 -3.6786 -8.5762  0.50
Cl 1.1612 -5.8880 -9.6569  0.53
Cl 1.4803 -3.2160 -10.7560  0.52
H 1.9262 -3.9525 -8.5692  -0.06
C 3.3727 0.0180 4.5426  -1.53
Cl 1.8587 0.4781 5.3318  0.53
Cl 3.3543 -1.6988 4.1218  0.56
Cl 3.6456 1.0073 3.1047  0.51
H 4.1874 0.1912 5.2375  -0.03
C 7.1772 -2.2915 4.2900  -1.55
Cl 6.7454 -0.9487 5.3565  0.53
Cl 8.3742 -1.7770 3.0969  0.53
Cl 7.7815 -3.6610 5.2287  0.53
H 6.2828 -2.6070 3.7624  -0.01
C -1.7545 2.6201 5.4895  -1.52
Cl -1.9726 2.4668 3.7404  0.53
Cl -1.2200 1.0894 6.1864  0.53
Cl -0.5905 3.8981 5.8598  0.49
H -2.7096 2.8854 5.9304  0.02
C -5.6816 -4.9881 -3.5881  -1.54
Cl -6.7335 -3.5745 -3.4577  0.53
Cl -4.4080 -4.9291 -2.3636  0.56
Cl -6.6186 -6.4785 -3.4379  0.53
H -5.2135 -4.9762 -4.5670  0.00
C 1.4968 7.3433 4.4708  -1.54
Cl 1.5837 6.4789 2.9334  0.52
Cl 1.6381 6.2080 5.8163  0.52
Cl 2.7544 8.5825 4.5622  0.55
H 0.5298 7.8316 4.5355  -0.06
C -2.1171 -7.7933 -2.3768  -1.55
Cl -0.5307 -7.0291 -2.2307  0.55
Cl -2.4151 -8.2998 -4.0452  0.51
Cl -2.2416 -9.1715 -1.2766  0.52
H -2.8799 -7.0695 -2.1067  -0.06
C 4.8717 5.2802 3.7585  -1.55
Cl 6.4455 6.0752 3.8778  0.53
Cl 4.5497 4.7839 2.0923  0.50
Cl 4.7912 3.8896 4.8465  0.51
H 4.1069 5.9911 4.0566  -0.07
C -3.7358 5.8927 -4.5993  -1.54
Cl -4.1547 7.2470 -3.5426  0.52
Cl -2.5239 6.3835 -5.7885  0.52
Cl -3.1544 4.5202 -3.6500  0.50
H -4.6304 5.5861 -5.1309  0.01
C -2.4903 8.1162 2.8291  -1.52
Cl -2.7140 7.9140 1.0876  0.53
Cl -1.9550 6.6022 3.5674  0.52
Cl -1.3345 9.4136 3.1611  0.55
H -3.4449 8.3903 3.2659  0.02

Density functional theory data (ωB97M-V/def2-TZVPD) for a cluster of 6 separate species, C47H98N5O7 in total.

Summary:
ΔE to the lowest compared entry with this formula, charge and spin (kcal per mole): 171.3
Frontier orbital gap (Ha): 0.2201
Lowest unoccupied orbital energy (hartree): 0.079
Total charge: -1
Strongest force on any atom (Eh/bohr): 0.1328
Spin multiplicity: 1

Each line ends with the Löwdin charge.
Cartesian coordinates (Å):
C -1.1868 -0.3267 -0.2791  -0.05
C -0.4983 0.1985 0.9531  -0.87
O -0.7242 -0.1054 2.0844  -0.01
O 0.5456 0.8212 0.6758  -0.09
H -0.4953 -0.4755 -1.1085  0.04
H -1.8723 0.4536 -0.6096  0.06
H -1.7341 -1.2609 -0.1530  0.06
C -5.5416 -1.0477 -4.2227  -0.02
C -4.7598 0.2530 -4.5888  -0.41
C -3.7543 0.0191 -5.7828  -0.16
C -3.3521 1.2097 -6.6744  -0.15
C -4.6725 1.9704 -7.1767  -0.10
C -5.6111 2.4142 -5.9637  -0.45
N -5.8380 1.2788 -4.9375  -0.16
O -6.6962 1.6243 -3.9832  -0.01
C -4.8812 3.6216 -5.3447  -0.06
C -6.9399 2.9655 -6.4245  -0.07
C -3.7786 0.8451 -3.5195  -0.03
H -6.2361 -1.1761 -5.0529  0.08
H -6.0026 -0.9277 -3.2423  0.08
H -4.8490 -1.8891 -4.1997  0.07
H -2.8603 -0.5475 -5.5221  0.08
H -4.2360 -0.6888 -6.4573  0.11
H -2.6478 0.8691 -7.4334  0.11
H -2.8528 1.8815 -5.9762  0.08
H -5.2602 1.4093 -7.9033  0.10
H -4.4615 2.8717 -7.7522  0.10
H -4.5450 4.3992 -6.0305  0.08
H -5.4173 4.1662 -4.5674  0.08
H -4.0296 3.3251 -4.7324  0.07
H -7.5144 3.5010 -5.6687  0.08
H -6.7964 3.7117 -7.2060  0.09
H -7.6806 2.2131 -6.6951  0.09
H -2.9483 1.4207 -3.9287  0.07
H -3.3175 0.1876 -2.7826  0.07
H -4.2482 1.5068 -2.7917  0.08
H -7.4434 1.9693 -4.4773  0.08
C -4.3791 0.8768 4.0710  -0.03
C -3.7042 2.1525 3.6434  -0.47
C -4.6601 3.4019 3.3608  -0.13
C -5.1318 4.0290 4.6892  -0.17
C -3.8789 4.4884 5.5382  -0.14
C -2.8919 3.4058 5.8559  -0.48
N -2.5826 2.5928 4.5874  -0.12
O -1.5698 1.6617 4.6889  0.02
C -1.5997 3.9830 6.4518  -0.05
C -3.4025 2.4109 6.9655  -0.04
C -3.1005 1.9719 2.2854  -0.06
H -3.6549 0.0790 3.9064  0.09
H -5.2129 0.6437 3.4089  0.09
H -4.7827 0.8919 5.0835  0.07
H -4.3612 4.1721 2.6498  0.11
H -5.5760 2.9242 3.0128  0.11
H -5.6481 3.3506 5.3684  0.09
H -5.7091 4.9154 4.4263  0.10
H -4.2065 5.0256 6.4283  0.12
H -3.3516 5.1457 4.8468  0.12
H -1.8135 4.7145 7.2312  0.08
H -0.7292 3.3525 6.6330  0.09
H -1.1833 4.5900 5.6479  0.08
H -4.4705 2.1930 6.9614  0.06
H -2.9292 1.4306 7.0205  0.07
H -3.0440 2.7183 7.9479  0.07
H -2.0505 2.2109 2.1170  0.10
H -3.6602 2.4495 1.4812  0.07
H -3.2467 0.9319 1.9937  0.07
H -1.9085 1.1237 5.4082  0.07
C 4.7151 3.7430 2.6702  -0.05
C 4.5670 3.7778 1.1952  -0.49
C 5.8229 4.4698 0.4905  -0.13
C 7.0836 3.6439 0.4931  -0.19
C 6.8240 2.3117 -0.1902  -0.17
C 5.6882 1.6562 0.4456  -0.58
N 4.4910 2.4352 0.5216  -0.08
O 3.3294 1.7010 0.9649  -0.01
C 5.2724 0.5053 -0.4309  -0.03
C 6.1968 1.2172 1.8131  -0.02
C 3.3210 4.6025 0.8751  -0.04
H 4.3574 2.7583 2.9710  0.09
H 4.0416 4.4565 3.1449  0.08
H 5.7060 4.1128 2.9340  0.08
H 5.5265 4.7787 -0.5120  0.11
H 6.0912 5.3500 1.0747  0.11
H 7.4309 3.5895 1.5248  0.10
H 7.8164 4.1836 -0.1068  0.11
H 7.6998 1.6637 -0.2266  0.12
H 6.6947 2.4464 -1.2640  0.12
H 6.0442 -0.0677 -0.9447  0.08
H 4.7670 -0.2808 0.1300  0.06
H 4.6723 0.8646 -1.2669  0.10
H 6.5601 2.0880 2.3588  0.06
H 5.4366 0.6077 2.3017  0.09
H 7.0798 0.5825 1.7391  0.09
H 3.3196 5.5363 1.4373  0.08
H 2.3843 4.0537 0.9717  0.09
H 3.2448 4.7251 -0.2053  0.08
H 2.6262 1.7114 0.3114  0.07
C -0.2061 -3.1802 -6.0045  -0.04
C 0.2096 -2.3155 -4.8097  -0.47
C -0.9557 -2.4332 -3.7552  -0.13
C -0.9519 -3.7225 -2.9324  -0.19
C 0.3637 -3.7550 -2.1471  -0.12
C 1.5412 -3.8168 -3.1560  -0.45
N 1.5046 -2.7226 -4.2190  -0.12
O 2.4783 -2.8243 -5.1906  -0.01
C 2.8789 -3.6594 -2.3873  -0.03
C 1.5407 -5.1818 -3.8363  -0.06
C 0.2741 -0.8421 -5.2829  -0.03
H -1.2656 -3.1290 -6.2555  0.08
H 0.1436 -4.2121 -6.0362  0.07
H 0.3753 -2.7698 -6.8300  0.07
H -0.9511 -1.6897 -2.9581  0.10
H -1.9418 -2.3076 -4.2024  0.10
H -1.1735 -4.6010 -3.5384  0.10
H -1.7901 -3.8059 -2.2406  0.11
H 0.3078 -4.6847 -1.5807  0.12
H 0.4712 -2.8513 -1.5472  0.12
H 3.1870 -2.6523 -2.1063  0.08
H 2.9758 -4.1317 -1.4097  0.06
H 3.5921 -4.0146 -3.1311  0.07
H 2.1992 -5.8825 -3.3229  0.08
H 0.5839 -5.6234 -4.1149  0.07
H 2.0459 -5.3123 -4.7934  0.07
H -0.6750 -0.3797 -5.5538  0.06
H 0.8847 -0.7564 -6.1818  0.07
H 0.6921 -0.1831 -4.5220  0.09
H 3.1226 -2.2288 -4.8010  0.11
C 2.9421 -1.9494 1.6439  -0.03
C 2.7976 -3.1898 2.4602  -0.48
C 4.3243 -3.7359 2.7737  -0.12
C 4.3642 -4.8110 3.8422  -0.23
C 3.7063 -4.3026 5.0902  -0.13
C 2.1307 -3.9765 4.9039  -0.44
N 2.0731 -3.0315 3.7483  -0.10
O 0.8025 -2.5908 3.3889  0.00
C 1.2084 -5.2058 4.7272  -0.03
C 1.8364 -3.1603 6.1963  -0.04
C 2.2097 -4.2676 1.5710  -0.04
H 1.9451 -1.5784 1.4060  0.09
H 3.3755 -2.2333 0.6849  0.08
H 3.5279 -1.2213 2.2049  0.09
H 4.7529 -4.1501 1.8611  0.10
H 4.9696 -2.9081 3.0676  0.11
H 5.4347 -4.9639 3.9792  0.10
H 4.0453 -5.7941 3.4960  0.11
H 4.3611 -3.5960 5.6000  0.12
H 3.6512 -5.1600 5.7610  0.11
H 0.2284 -4.9046 4.3572  0.08
H 1.6806 -5.9700 4.1099  0.07
H 1.0061 -5.6806 5.6873  0.07
H 2.6372 -2.4465 6.3896  0.07
H 1.0165 -2.4484 6.1006  0.08
H 1.8209 -3.8751 7.0191  0.08
H 1.8845 -5.0893 2.2090  0.07
H 2.9086 -4.6283 0.8163  0.07
H 1.3446 -3.7904 1.1105  0.08
H 0.3188 -3.3945 3.1846  0.07

Density functional theory data (ωB97M-V/def2-TZVPD) for a cluster of 7 separate species, C28H57NO9 in total.

Summary:
Frontier orbital gap (Ha): 0.3394
Lowest unoccupied orbital energy (hartree): -0.011
SMILES string: CCOc1cccc2c1C(=O)NC2=O.CC(C)O.CC(C)O.CC(C)O.CC(C)O.CC(C)O.CC(C)O
Strongest force on any atom (Eh/bohr): 0.0376
Spin multiplicity: 1

Each line ends with the Löwdin charge.
Cartesian coordinates (Å):
C -4.5573 2.5435 2.0036  -0.05
C -4.9631 2.6661 0.5193  -0.23
O -4.0082 2.0284 -0.3343  -0.04
C -2.9722 2.8587 -0.6777  -0.23
C -1.7122 2.6667 -0.1570  0.02
C -0.7113 3.5481 -0.5058  -0.04
C -0.9150 4.6098 -1.3514  0.00
C -2.1676 4.7519 -1.8784  -0.09
C -3.2064 3.8935 -1.5573  -0.02
C -4.4606 4.3360 -2.2889  -0.36
O -5.5087 3.7426 -2.2786  0.14
N -4.1276 5.5515 -2.9480  0.16
C -2.7164 5.7852 -2.8254  -0.35
O -2.1474 6.6557 -3.4367  0.12
H -3.4875 2.7599 2.0678  0.07
H -5.0943 3.3332 2.5395  0.08
H -4.8095 1.5648 2.4113  0.07
H -5.0929 3.7334 0.3134  0.11
H -5.9307 2.1975 0.3278  0.12
H -1.5135 1.8489 0.5257  0.12
H 0.2750 3.3835 -0.0838  0.12
H -0.1349 5.3145 -1.6210  0.12
H -4.6678 6.2837 -2.4913  0.16
C -0.2546 -2.1118 0.3469  -0.07
C 0.0797 -0.8865 -0.4883  -0.49
C 1.1446 -1.1989 -1.5284  -0.06
O 0.5368 0.1696 0.3626  -0.07
H 0.6299 -2.4620 0.8889  0.08
H -1.0116 -1.8742 1.0927  0.08
H -0.6256 -2.9253 -0.2731  0.07
H -0.8222 -0.5241 -0.9847  0.14
H 2.0722 -1.5202 -1.0458  0.08
H 1.3801 -0.3096 -2.1151  0.08
H 0.8150 -1.9871 -2.2070  0.08
H 1.3339 -0.1341 0.8089  0.09
C -0.9910 -5.2673 3.1282  -0.06
C -2.2102 -4.4569 2.7193  -0.49
C -3.4985 -5.1628 3.1132  -0.06
O -2.1931 -4.2397 1.3071  -0.07
H -0.9868 -6.2405 2.6314  0.07
H -0.0741 -4.7533 2.8324  0.08
H -0.9669 -5.4316 4.2054  0.08
H -2.1725 -3.4729 3.1904  0.14
H -3.5743 -6.1326 2.6136  0.08
H -4.3654 -4.5753 2.8070  0.08
H -3.5484 -5.3231 4.1913  0.08
H -2.2272 -5.1004 0.8763  0.09
C -0.6632 -10.4684 3.2405  -0.06
C 0.2152 -9.2788 3.5941  -0.49
C 1.4324 -9.7099 4.3958  -0.06
O -0.5432 -8.3263 4.3423  -0.07
H -1.0341 -10.9575 4.1457  0.08
H -1.5363 -10.1435 2.6718  0.08
H -0.1137 -11.2023 2.6486  0.08
H 0.5378 -8.7787 2.6812  0.11
H 1.1286 -10.1744 5.3386  0.08
H 2.0488 -8.8461 4.6485  0.08
H 2.0412 -10.4217 3.8367  0.08
H -0.8373 -8.7517 5.1546  0.09
C 1.7142 8.8827 -4.5199  -0.06
C 2.0986 7.7666 -3.5609  -0.50
C 1.9294 6.3996 -4.2047  -0.06
O 1.2909 7.8473 -2.3862  -0.07
H 0.6645 8.7943 -4.8125  0.08
H 1.8326 9.8558 -4.0406  0.08
H 2.3298 8.8605 -5.4208  0.08
H 3.1345 7.8963 -3.2440  0.12
H 0.8862 6.2316 -4.4870  0.08
H 2.2002 5.6087 -3.5029  0.08
H 2.5512 6.3012 -5.0962  0.08
H 0.3706 7.7353 -2.6544  0.07
C 4.2325 11.1279 -0.9023  -0.06
C 4.6181 10.0191 0.0656  -0.50
C 4.4538 8.6494 -0.5736  -0.06
O 3.8103 10.1025 1.2385  -0.05
H 3.1836 11.0335 -1.1974  0.08
H 4.3465 12.1045 -0.4300  0.08
H 4.8503 11.1013 -1.8020  0.08
H 5.6527 10.1547 0.3847  0.14
H 3.4114 8.4786 -0.8588  0.06
H 4.7249 7.8619 0.1310  0.08
H 5.0789 8.5520 -1.4639  0.08
H 2.8925 9.9843 0.9714  0.09
C 0.9839 -7.7755 -0.2601  -0.06
C 2.1552 -8.7435 -0.3493  -0.49
C 2.4595 -9.1083 -1.7940  -0.06
O 1.8622 -9.9280 0.3942  -0.06
H 0.0780 -8.2274 -0.6749  0.08
H 0.7701 -7.5262 0.7803  0.06
H 1.1910 -6.8518 -0.8031  0.08
H 3.0371 -8.2944 0.1092  0.14
H 1.5999 -9.6019 -2.2562  0.08
H 3.2952 -9.8072 -1.8437  0.08
H 2.7091 -8.2236 -2.3818  0.08
H 1.0846 -10.3387 0.0014  0.09